Molecular formula: C38H51N11O8S
Method: DFT, the ωB97M-V functional and the def2-TZVPD basis

- E_LUMO (Ha) = 0.1647
- net charge = -2
- HOMO energy (eV) = -2.965
- HOMO-LUMO gap (Eh) = 0.2736
- ΔE to the lowest compared entry with this formula, charge and spin (kcal per mole) = 59.9
- E (Eh) = -3080.20020

Geometry as XYZ:
```
109
Properties=species:S:1:pos:R:3:forces:R:3
S 0.2809 -0.0822 0.0324 -1.311 -2.109 -5.017
O -0.6561 -1.0132 -0.6386 0.460 0.510 0.242
O 1.3769 -0.8122 0.5674 1.016 -0.623 0.900
O 0.7569 0.8148 -1.0716 0.686 -1.088 2.056
O -0.4911 0.5958 0.9854 -0.516 2.675 2.761
N -0.3661 2.3098 -2.5706 -1.396 0.742 0.224
C -1.6321 2.7898 -2.3976 0.147 2.467 -6.164
C -1.9731 3.6318 -3.8266 2.659 -1.899 4.399
C -0.6831 3.6578 -4.4596 -0.148 -3.532 3.340
C 0.2879 2.7078 -3.7146 -2.204 2.712 -1.211
H -0.0481 1.6138 -1.7706 0.104 1.262 -1.921
H -2.2631 2.5228 -1.5696 -0.053 -0.148 -0.014
H -2.9491 4.1588 -4.0106 1.450 -0.653 0.083
H -0.4651 4.0778 -5.4006 0.289 0.477 -0.856
H 1.3939 2.5598 -3.9446 -1.938 -0.107 0.553
N 0.7109 -2.3312 2.7164 0.691 -1.136 1.023
C -0.2081 -1.8552 3.6174 0.131 -5.707 0.107
C -0.7801 -2.9962 4.3454 1.419 1.115 0.159
C -0.0721 -4.2092 3.9784 3.434 6.576 -4.139
C 1.0159 -3.6592 2.9094 -4.634 0.010 2.982
H 1.1239 -1.7342 1.9524 -0.537 -0.800 1.068
H -0.4291 -0.8932 3.4204 -1.383 3.153 0.296
H -1.4951 -2.8262 5.2254 1.000 -0.579 -1.726
H -0.0231 -5.1772 4.2984 -0.328 -2.133 1.003
H 1.8459 -4.0482 2.3694 0.173 -0.757 -0.249
N -0.8811 -3.4672 -1.2536 -0.101 -4.155 -0.982
C -0.0021 -4.5842 -0.7186 -2.913 -0.026 -2.394
C -0.3401 -5.8472 -1.4316 -1.618 6.191 0.142
C -1.4221 -5.3872 -2.4576 0.148 3.010 3.183
C -1.8421 -3.9282 -2.2586 8.325 -6.965 4.058
H -0.6941 -2.4642 -1.1046 0.071 -0.791 0.370
H 0.6149 -4.3792 0.2214 -0.890 -0.277 -1.800
H 0.1119 -6.7912 -1.1086 -0.535 0.308 -0.701
H -2.1071 -6.0372 -2.9406 -0.120 -0.686 -0.642
H -2.5511 -3.3372 -2.6436 -2.378 2.027 -1.554
N -2.8081 0.8698 1.8194 -4.297 1.360 2.469
C -3.8501 1.0518 0.9364 -3.577 -0.665 3.743
C -5.1631 1.0148 1.6604 4.054 0.466 1.742
C -4.8511 0.9508 3.1734 4.205 -0.221 -4.851
C -3.2501 0.9028 3.1604 -3.375 -0.731 2.105
H -1.8801 0.9598 1.4934 0.920 -0.219 -0.031
H -3.6941 1.2408 -0.0896 0.269 -0.116 -0.896
H -6.1501 1.1648 1.1874 0.834 -0.232 0.379
H -5.6581 0.8738 3.9364 1.375 0.116 -0.394
H -2.5571 0.7678 4.2194 -1.887 0.360 -3.821
N 0.4109 1.8768 3.2414 -2.132 0.037 -0.179
C 1.6369 1.5428 3.8144 -5.895 7.529 5.288
C 1.7909 2.2998 5.0494 -3.887 1.042 -3.754
C 0.5529 3.2238 5.1114 1.725 -9.556 -8.601
C -0.3751 2.7828 3.9934 4.999 -0.193 2.335
H -0.0421 1.4858 2.3294 1.780 0.362 2.180
H 2.1519 0.8768 3.3984 4.499 -5.257 -3.237
H 2.6919 2.3198 5.6114 0.319 0.105 0.520
H 0.2679 3.8708 5.7124 -2.112 5.791 5.914
H -1.4521 2.9148 3.7834 1.034 0.286 0.014
N 3.7989 -0.8692 0.8904 12.216 -1.928 -0.318
C 4.3059 -1.8332 1.7174 0.900 -1.363 2.487
C 5.8209 -1.9562 1.6154 -3.114 2.533 -1.415
C 6.1549 -0.9422 0.5974 -4.729 -0.599 -0.964
C 4.8379 -0.3982 0.0594 3.181 -3.054 4.906
H 2.9179 -0.7672 0.8024 -7.268 1.218 -1.148
H 3.4369 -2.3252 2.4504 3.000 1.165 -1.869
H 6.6109 -2.5382 2.1454 -1.419 0.362 -0.277
H 7.0929 -0.7992 0.0494 -0.400 -0.004 0.527
H 4.7269 0.1828 -0.7716 -0.610 1.623 -1.761
N -2.7471 -0.8692 -2.2376 1.125 1.772 -0.489
C -3.9931 -1.2202 -1.9816 -4.543 -0.803 -2.595
C -4.9171 -1.1622 -3.2356 9.372 2.028 2.438
C -3.9311 -0.6552 -4.2276 1.971 -0.754 7.003
C -2.5831 -0.3882 -3.4886 -5.610 -1.733 -3.241
H -1.9191 -0.7952 -1.5766 -1.321 -0.154 -0.283
H -4.3441 -1.3862 -0.9926 0.072 -0.557 0.587
H -5.8191 -1.6152 -3.3766 -2.328 -0.768 -0.155
H -4.3231 -0.4512 -5.1296 -0.192 0.952 -3.463
H -1.7201 0.0718 -3.8766 0.953 0.235 -0.166
N 1.9089 -0.5332 -3.1576 5.295 3.344 -0.090
C 1.4649 -1.4202 -3.9546 -0.255 -4.533 -3.713
C 2.4449 -1.7952 -4.9896 0.473 2.478 2.016
C 3.6559 -0.7782 -4.7886 -12.249 -1.152 9.234
C 3.2169 -0.0242 -3.5386 -1.202 -3.368 -3.224
H 1.5559 -0.3692 -2.2456 -0.598 0.609 0.455
H 0.4579 -1.8062 -3.6576 1.077 -0.255 -0.855
H 2.3729 -2.7092 -5.6696 0.069 1.826 0.918
H 4.3539 -0.7812 -5.4006 6.778 0.570 -5.018
H 3.5379 0.7768 -2.9076 0.781 0.292 -0.186
N 2.6439 2.5578 -0.7526 2.581 1.650 -4.310
C 3.4149 3.3498 -1.6466 0.856 1.285 5.136
C 4.3549 4.0958 -0.8366 -2.858 -3.364 1.451
C 4.2559 3.5788 0.5764 -3.318 -2.325 -6.143
C 3.2319 2.5048 0.3864 5.621 9.559 -0.794
H 1.9749 1.8708 -1.0626 -0.158 -0.148 0.116
H 2.9949 3.4038 -2.5626 -0.642 0.790 -3.021
H 4.9969 4.8848 -1.0906 0.675 0.770 -0.721
H 4.9819 3.8858 1.2504 0.672 -0.123 1.706
H 2.9649 1.7998 0.8954 -2.705 -7.344 6.774
C -2.6531 -2.3792 1.4524 -2.518 6.515 0.234
N -3.8791 -3.2052 1.5884 -0.363 -1.218 1.563
O -3.9461 -3.8592 2.6334 0.098 0.525 -0.668
O -4.7401 -3.2762 0.7274 0.825 0.606 0.051
H -1.8701 -2.9342 1.1174 2.264 -1.924 -0.321
H -2.4351 -1.5902 2.4124 -0.841 -3.105 -2.529
H -2.8651 -1.6142 0.5834 0.258 -1.667 1.647
C -0.3741 3.8708 0.6694 -3.783 -1.033 -2.707
N -0.9781 5.0768 1.2954 2.215 -3.253 -0.088
O -0.2021 5.7488 1.9124 0.010 1.675 0.740
O -2.1451 5.1858 1.1294 -2.261 1.459 0.124
H -0.2631 4.1688 -0.3736 0.845 -0.030 0.045
H -1.1581 3.0428 0.5324 0.670 1.495 0.632
H 0.4049 3.4138 1.1494 2.380 -0.102 1.237
```
Positions in Å, forces in eV/Å.

Mulliken population analysis, charges in e, atoms 1 to 4: number 1, S, carries 0.260; number 2, O, carries -1.218; number 3, O, carries -1.263; number 4, O, carries 1.285


Molecular formula: C38H51N7O9S5SbSi3Zr
Method: DFT, the ωB97M-V functional and the def2-TZVPD basis

- E_LUMO (Ha) = 0.0499
- net charge = -1
- HOMO energy (eV) = -5.021
- HOMO-LUMO gap (Eh) = 0.2345
- ΔE to the lowest compared entry with this formula, charge and spin (kcal per mole) = 20.0
- E (Eh) = -5686.25630

Geometry as XYZ:
```
115
Properties=species:S:1:pos:R:3:forces:R:3
Zr 0.8783 0.2828 -0.8577 -0.519 1.106 -0.125
N -1.0165 0.9224 -2.3614 0.253 0.100 0.037
C -1.0288 2.3537 -2.6832 0.084 -0.028 -0.048
C 0.3746 2.8933 -2.5306 -0.152 0.022 0.024
O 0.8415 3.6862 -3.3419 -0.136 0.091 0.034
N 1.0023 2.4216 -1.4146 0.471 -0.321 -0.272
C 2.3425 2.9726 -1.2584 0.107 0.186 0.096
C 3.3683 1.8698 -1.3930 0.078 0.025 -0.117
O 4.4847 2.0347 -1.8403 0.013 0.040 0.163
O 2.9104 0.7164 -0.9687 -0.225 -0.227 -0.310
H -0.8851 0.4033 -3.2201 -0.186 -0.158 0.079
H -1.8783 0.6333 -1.9095 -0.029 0.038 0.043
H -1.6534 2.8546 -1.9459 -0.043 0.043 -0.058
H -1.3995 2.5742 -3.6838 0.038 -0.084 -0.042
H 2.4592 3.4048 -0.2584 0.005 -0.014 0.009
H 2.5517 3.7527 -1.9861 -0.054 0.033 0.004
O 3.5840 -2.9490 -0.1346 -0.016 0.024 -0.039
S 2.3015 -2.3485 -0.3327 -0.316 0.086 0.024
O 2.0137 -1.8079 -1.6696 0.066 -0.059 -0.030
O 1.9375 -1.2633 0.6036 0.107 -0.031 0.003
C 1.0941 -3.6497 -0.0344 0.114 -0.006 -0.024
C 1.5915 -4.9430 -0.0699 0.027 -0.075 0.078
C 0.7571 -6.0363 0.1296 0.040 0.047 0.001
C -0.5881 -5.8378 0.3756 -0.024 0.048 -0.002
C -1.0988 -4.5459 0.4035 -0.021 -0.056 0.078
C -0.2727 -3.4513 0.2015 -0.149 0.009 -0.096
S -1.1008 -1.8634 0.1108 0.378 -0.188 -0.129
O -0.5741 -0.9701 1.1224 -0.063 -0.080 0.095
O -2.5067 -2.1258 0.1305 -0.066 -0.078 -0.102
O -0.5917 -1.3499 -1.2060 -0.337 -0.171 -0.064
H 2.6501 -5.0819 -0.2394 -0.003 0.015 -0.010
H 1.1692 -7.0367 0.0968 -0.001 0.001 0.005
H -1.2489 -6.6789 0.5414 0.003 0.001 0.001
H -2.1515 -4.3681 0.5754 0.001 0.000 0.001
C 2.8953 0.2079 -5.2961 -0.058 0.023 0.048
C 2.3068 0.7827 -4.1809 -0.032 0.125 -0.195
N 1.3364 0.1728 -3.4945 0.514 -0.364 0.340
C 0.9301 -1.0161 -3.9178 -0.131 0.016 0.020
C 1.4235 -1.6651 -5.0383 0.097 0.167 -0.047
C 2.4593 -1.0375 -5.7226 -0.084 0.015 0.076
C 0.9578 -3.0099 -5.3733 -0.038 -0.188 0.008
C -0.1872 -3.6112 -5.0321 0.132 -0.012 -0.114
C -1.3902 -3.0411 -4.4014 -0.220 -0.063 0.141
C -2.1958 -3.8437 -3.5940 0.071 0.179 -0.040
C -3.3322 -3.2662 -3.0551 0.016 -0.077 0.037
N -3.6826 -2.0087 -3.3087 -0.022 -0.050 0.007
C -2.8544 -1.3332 -4.0930 0.026 0.039 -0.088
N -1.7329 -1.7704 -4.6484 -0.068 -0.064 -0.097
H 3.6940 0.7296 -5.8033 -0.007 0.003 -0.011
H 2.6016 1.7675 -3.8439 0.052 -0.029 0.049
H 0.1843 -1.4976 -3.3060 0.110 -0.025 0.026
H 2.9188 -1.5205 -6.5772 0.002 0.002 -0.008
H 1.6841 -3.6180 -5.9052 -0.011 -0.019 0.022
H -0.2656 -4.6731 -5.2410 -0.021 0.019 -0.063
H -1.9289 -4.8697 -3.3804 -0.005 -0.011 0.000
H -3.9880 -3.8320 -2.4023 -0.003 0.037 0.028
H -3.1263 -0.3035 -4.3087 -0.005 -0.022 -0.003
S -5.5150 -1.1548 3.2758 -0.016 0.033 -0.035
C -4.6403 -0.2609 2.1704 0.129 -0.201 0.161
S -3.0802 0.3995 2.5401 -0.163 0.025 0.083
C -2.9202 1.0152 0.9247 -0.021 -0.009 -0.354
N -3.9457 0.7482 0.1797 0.055 -0.004 0.012
N -4.9021 0.0368 0.8809 0.010 0.203 0.021
C -6.0700 -0.3010 0.1401 -0.094 -0.119 -0.058
C -5.9264 -0.5863 -1.2135 0.068 0.034 0.091
C -7.0439 -0.9017 -1.9669 -0.001 -0.008 -0.033
C -8.3019 -0.9308 -1.3815 -0.021 -0.014 0.009
C -8.4348 -0.6373 -0.0330 -0.021 0.001 0.023
C -7.3246 -0.3211 0.7360 0.053 0.068 -0.017
S -1.5468 1.9051 0.3796 0.179 0.021 0.346
H -4.9427 -0.5604 -1.6580 -0.048 -0.065 -0.008
H -6.9265 -1.1301 -3.0187 0.037 -0.008 -0.002
H -9.1733 -1.1813 -1.9734 -0.005 0.006 0.000
H -9.4119 -0.6499 0.4336 -0.002 -0.003 -0.006
H -7.4240 -0.0947 1.7857 -0.015 -0.006 -0.012
C 2.7522 -1.3469 3.8749 -0.048 0.081 0.032
Si 1.4402 0.0000 4.0020 -0.123 -0.015 0.059
C 1.7353 0.9836 5.5936 -0.024 -0.133 -0.064
C -0.2341 -0.7953 4.2920 0.107 0.027 -0.039
Sb 1.5560 1.4943 1.8933 0.259 -0.026 0.512
Si 4.1077 1.9001 2.1701 0.031 -0.034 -0.021
C 5.0548 0.4444 1.4623 0.001 0.118 0.028
C 4.6654 3.4994 1.3344 -0.031 -0.037 0.093
C 4.6301 2.0714 3.9846 0.017 0.002 -0.076
Si 0.6645 3.7253 2.7814 -0.042 0.119 -0.063
C 1.7526 4.4662 4.1396 -0.075 0.052 -0.087
C -1.0781 3.6296 3.4768 0.157 0.000 0.079
C 0.6846 4.9340 1.3417 -0.073 -0.050 0.041
H 2.4477 -2.1799 4.5155 0.039 -0.004 0.012
H 3.7231 -0.9898 4.2243 0.000 0.005 -0.014
H 2.8733 -1.7220 2.8591 -0.071 0.009 0.000
H 1.4245 0.3257 6.4125 0.023 0.028 0.028
H 1.1184 1.8821 5.6495 -0.022 -0.027 -0.036
H 2.7734 1.2631 5.7635 -0.036 -0.009 -0.031
H -0.1019 -1.5104 5.1114 -0.040 0.010 0.002
H -0.6370 -1.3161 3.4275 0.048 -0.011 -0.020
H -0.9696 -0.0556 4.6118 -0.001 0.020 0.009
H 4.9100 0.3454 0.3870 -0.005 0.026 0.001
H 4.7553 -0.4961 1.9271 -0.009 0.010 0.016
H 6.1207 0.6020 1.6592 0.003 -0.031 -0.010
H 4.7588 3.4103 0.2526 -0.020 -0.039 -0.009
H 5.6563 3.7396 1.7331 0.003 0.018 -0.029
H 4.0075 4.3424 1.5607 0.000 -0.014 0.020
H 4.8296 1.0931 4.4266 -0.026 -0.004 0.000
H 3.9149 2.5884 4.6212 0.007 0.050 -0.069
H 5.5639 2.6422 4.0025 0.024 -0.046 0.019
H 1.5669 4.0249 5.1198 0.018 -0.042 -0.026
H 1.4807 5.5261 4.1974 0.021 -0.006 0.057
H 2.8221 4.4132 3.9358 -0.007 -0.007 -0.062
H -1.2123 2.8125 4.1891 0.047 -0.010 0.008
H -1.8099 3.5055 2.6811 0.010 0.011 -0.028
H -1.2693 4.5701 4.0047 -0.058 -0.015 -0.001
H 1.6966 5.2050 1.0341 0.018 -0.015 0.030
H 0.1658 5.8502 1.6402 0.011 0.011 -0.014
H 0.1647 4.5156 0.4778 -0.008 -0.014 -0.007
```
Positions in Å, forces in eV/Å.

Mulliken population analysis, charges in e, atoms 1 to 4: number 1, Zr, carries -0.928; number 2, N, carries -0.338; number 3, C, carries -1.006; number 4, C, carries 0.338